(w)
ORCA calculation (wB97M-V/def2-TZVPD) on C42H46MnN8O3S4Se as an isolated structure.

Properties
<S²>   8.763
Frontier orbital gap (alpha / beta)   6.2583 / 7.2399 eV
HOMO energy (alpha / beta)   -6.53 / -7.53 eV

ORCA input file:
```
! wB97M-V def2-TZVPD RIJCOSX def2/J DEFGRID3
* xyz 0 6
Mn -1.690 -1.009 -0.537
C 0.850 3.267 2.381
C 0.836 2.669 3.788
C 0.004 3.587 4.694
C 2.277 2.613 4.311
C 0.237 1.259 3.798
C 0.109 0.574 5.024
C -0.415 -0.699 5.101
C -0.834 -1.312 3.920
S -1.526 -2.877 3.661
C -1.643 -2.538 1.960
N -1.187 -1.379 1.612
C -0.725 -0.653 2.702
C -0.180 0.630 2.639
C -2.215 -3.481 0.971
C -2.791 -4.677 1.396
C -3.382 -5.508 0.464
C -3.375 -5.129 -0.876
C -2.775 -3.940 -1.270
C -2.170 -3.058 -0.366
H 1.284 4.268 2.419
H -0.160 3.352 1.968
H 1.452 2.667 1.693
H 0.395 4.607 4.660
H 0.024 3.256 5.734
H -1.038 3.608 4.367
H 2.735 3.606 4.273
H 2.882 1.932 3.706
H 2.316 2.263 5.345
H 0.428 1.055 5.941
H -0.496 -1.205 6.056
H -0.121 1.109 1.672
H -2.790 -4.959 2.446
H -3.852 -6.434 0.774
H -3.854 -5.769 -1.611
H -2.781 -3.695 -2.329
C 2.716 3.907 -4.404
C 1.621 2.888 -4.699
C 1.271 2.080 -3.463
N 0.277 1.040 -3.766
C 0.160 -0.170 -3.201
S -1.295 -0.932 -3.027
N 1.318 -0.795 -2.764
C 2.638 -0.652 -3.202
O 3.557 -0.925 -2.463
C 2.875 -0.202 -4.621
C 4.057 0.472 -4.889
C 4.334 0.897 -6.181
C 3.434 0.622 -7.204
C 2.267 -0.082 -6.939
C 1.984 -0.490 -5.643
H 2.958 4.494 -5.290
H 3.631 3.406 -4.075
H 2.415 4.602 -3.617
H 1.944 2.201 -5.487
H 0.724 3.397 -5.063
H 0.866 2.728 -2.681
H 2.170 1.622 -3.061
H -0.627 1.385 -4.058
H 1.197 -1.491 -2.022
H 4.749 0.658 -4.077
H 5.252 1.431 -6.391
H 3.645 0.954 -8.213
H 1.575 -0.314 -7.738
H 1.078 -1.051 -5.439
C 3.435 -4.930 -1.516
N 3.927 -3.743 -0.829
C 5.263 -3.365 -0.771
C 5.313 -2.204 -0.100
N 4.008 -1.887 0.253
C 3.601 -0.648 0.901
C 3.146 -2.826 -0.208
Se 1.310 -2.858 0.021
H 4.000 -5.800 -1.189
H 3.534 -4.808 -2.594
H 2.386 -5.052 -1.261
H 6.046 -3.957 -1.213
H 6.145 -1.572 0.152
H 4.334 -0.388 1.663
H 2.628 -0.808 1.360
H 3.527 0.155 0.169
N -4.862 1.312 5.954
C -4.964 0.922 4.626
C -5.640 1.714 3.700
C -5.762 1.308 2.379
C -5.210 0.101 1.977
C -4.550 -0.707 2.901
C -4.425 -0.300 4.211
S -5.216 -0.404 0.298
O -6.059 0.524 -0.417
O -5.481 -1.809 0.253
N -3.675 -0.212 -0.129
C -3.174 1.015 -0.381
S -3.997 2.535 -0.677
C -2.476 3.311 -0.917
C -1.475 2.421 -0.791
N -1.846 1.134 -0.474
H -5.022 2.280 6.168
H -4.157 0.867 6.513
H -6.070 2.658 4.018
H -6.284 1.922 1.656
H -4.144 -1.658 2.582
H -3.906 -0.930 4.926
H -2.405 4.365 -1.134
H -0.421 2.648 -0.884
*
```



(x)
ORCA calculation (wB97M-V/def2-TZVPD) on C42H46MnN8O3S4Se as an isolated structure.

Properties
<S²>   8.757
Frontier orbital gap (alpha / beta)   6.8529 / 7.5658 eV
HOMO energy (alpha / beta)   -6.74 / -7.48 eV

ORCA input file:
```
! wB97M-V def2-TZVPD RIJCOSX def2/J DEFGRID3
* xyz 0 6
Mn 0.564 0.618 0.114
C -6.244 -0.325 2.774
C -5.457 0.827 2.139
C -4.444 1.347 3.156
C -6.422 1.971 1.794
C -4.778 0.349 0.856
C -5.580 -0.146 -0.191
C -5.057 -0.514 -1.411
C -3.685 -0.378 -1.603
S -2.743 -0.612 -3.039
C -1.326 -0.082 -2.174
N -1.525 0.199 -0.918
C -2.863 0.072 -0.570
C -3.410 0.426 0.666
C -0.022 0.114 -2.835
C 0.127 -0.197 -4.188
C 1.339 0.043 -4.812
C 2.377 0.605 -4.077
C 2.203 0.899 -2.729
C 1.007 0.656 -2.043
H -6.728 0.013 3.693
H -5.580 -1.154 3.021
H -7.022 -0.699 2.105
H -4.968 1.701 4.047
H -3.868 2.184 2.756
H -3.746 0.567 3.467
H -6.891 2.350 2.705
H -7.216 1.644 1.121
H -5.891 2.795 1.314
H -6.650 -0.226 -0.045
H -5.700 -0.872 -2.205
H -2.746 0.782 1.439
H -0.686 -0.634 -4.758
H 1.468 -0.196 -5.861
H 3.325 0.816 -4.564
H 3.036 1.339 -2.185
C 6.200 -1.196 -2.495
C 5.781 -1.601 -1.085
C 4.377 -1.138 -0.723
N 3.394 -1.757 -1.604
C 2.172 -2.115 -1.252
S 1.522 -1.815 0.272
N 1.364 -2.733 -2.190
C 1.577 -3.127 -3.512
O 0.644 -3.149 -4.277
C 2.934 -3.591 -3.930
C 3.375 -3.258 -5.206
C 4.599 -3.729 -5.656
C 5.365 -4.553 -4.843
C 4.916 -4.902 -3.576
C 3.704 -4.414 -3.112
H 7.252 -1.421 -2.674
H 6.056 -0.124 -2.651
H 5.634 -1.728 -3.266
H 6.467 -1.164 -0.358
H 5.844 -2.686 -0.967
H 4.301 -0.051 -0.814
H 4.113 -1.398 0.299
H 3.646 -1.817 -2.578
H 0.384 -2.668 -1.954
H 2.748 -2.636 -5.832
H 4.950 -3.463 -6.645
H 6.316 -4.928 -5.199
H 5.509 -5.554 -2.949
H 3.349 -4.681 -2.125
C 2.469 3.879 3.629
N 2.213 4.412 2.301
C 1.762 5.688 2.036
C 1.621 5.791 0.699
N 1.988 4.575 0.161
C 1.955 4.217 -1.246
C 2.362 3.730 1.144
Se 3.010 2.012 0.942
H 1.649 4.160 4.286
H 3.413 4.263 4.014
H 2.519 2.795 3.556
H 1.569 6.396 2.822
H 1.289 6.608 0.084
H 1.567 5.066 -1.805
H 1.319 3.346 -1.393
H 2.959 3.971 -1.589
N -4.699 -3.855 3.593
C -3.615 -3.000 3.563
C -3.290 -2.219 4.673
C -2.175 -1.397 4.652
C -1.372 -1.347 3.525
C -1.689 -2.116 2.410
C -2.804 -2.927 2.422
S 0.105 -0.381 3.518
O 0.093 0.412 4.727
O 1.193 -1.286 3.278
N -0.021 0.569 2.222
C -0.490 1.836 2.296
S -1.049 2.747 3.673
C -1.428 4.065 2.614
C -1.092 3.758 1.343
N -0.553 2.511 1.161
H -5.398 -3.699 4.296
H -5.048 -4.192 2.714
H -3.913 -2.262 5.559
H -1.918 -0.794 5.513
H -1.057 -2.083 1.530
H -3.052 -3.520 1.550
H -1.863 4.979 2.985
H -1.218 4.408 0.489
*
```



So which one is most stable? That would be (x), about 0.0414 hartree below the next structure.



(w)
ORCA calculation (wB97M-V/def2-TZVPD) on an isolated ion of composition C5H8O and charge +1.

Properties
<S²>   0.770
Frontier orbital gap (alpha / beta)   9.4156 / 8.0060 eV
HOMO energy (alpha / beta)   -14.38 / -15.71 eV

ORCA input file:
```
! wB97M-V def2-TZVPD RIJCOSX def2/J DEFGRID3
* xyz 1 2
C 2.084 0.712 1.889
C 0.997 0.237 1.059
C 0.205 0.985 0.308
C -0.834 0.414 -0.585
C -1.000 -0.899 -0.734
O -1.597 -1.222 -2.000
H 2.912 1.147 1.145
H 1.743 1.529 2.587
H 2.644 -0.077 2.421
H 0.899 -0.860 1.121
H 0.072 2.087 0.363
H -1.449 1.149 -1.122
H -0.604 -1.781 -0.240
H -2.158 -2.111 -1.900
*
```



(x)
ORCA calculation (wB97M-V/def2-TZVPD) on an isolated ion of composition C5H8O and charge +1.

Properties
<S²>   0.799
Frontier orbital gap (alpha / beta)   9.2515 / 7.8269 eV
HOMO energy (alpha / beta)   -14.61 / -15.52 eV

ORCA input file:
```
! wB97M-V def2-TZVPD RIJCOSX def2/J DEFGRID3
* xyz 1 2
C -2.264 -0.978 -0.590
C -1.084 -0.657 0.280
C 0.101 -0.004 0.015
O 0.519 0.219 -1.266
C 1.057 0.248 1.027
C 2.056 1.250 0.956
H -2.133 -1.745 -1.353
H -2.527 -0.022 -1.039
H -3.093 -1.273 0.059
H -1.196 -0.948 1.326
H -0.179 -0.106 -1.860
H 0.552 0.028 1.994
H 1.998 1.653 -0.060
H 2.869 1.291 1.666
*
```



So which one is most stable? That would be (x), about 0.0077 hartree below the next structure.



(w)
ORCA calculation (wB97M-V/def2-TZVPD) on the molecule C2H5IS.

Properties
Frontier orbital gap   9.4909 eV
HOMO energy   -9.54 eV

ORCA input file:
```
! wB97M-V def2-TZVPD RIJCOSX def2/J DEFGRID3
* xyz 0 1
S -1.026 -1.672 -0.600
C -0.404 -0.264 0.359
C 0.876 0.312 -0.120
I 1.239 2.204 1.153
H -1.575 -0.891 -1.607
H -0.279 -0.695 1.459
H -1.267 0.532 0.385
H 0.813 0.864 -1.042
H 1.622 -0.391 0.014
*
```



(x)
ORCA calculation (wB97M-V/def2-TZVPD) on a 2-piece molecular cluster, C2H5IS overall.

Properties
Frontier orbital gap (alpha / beta)   7.9444 / 7.9411 eV
HOMO energy (alpha / beta)   -7.83 / -7.83 eV

ORCA input file:
```
! wB97M-V def2-TZVPD RIJCOSX def2/J DEFGRID3
* xyz 0 1
C -0.371 1.035 0.999
C 0.303 -0.358 -0.811
S -0.963 -1.390 -1.260
I 2.198 -1.007 -0.318
H -1.381 0.692 1.012
H 0.278 0.862 1.855
H -0.056 2.017 0.676
H 0.451 0.640 -1.393
H -0.457 -2.492 -0.759
*
```



So which one is most stable? That would be (w), about 0.1027 hartree below the next structure.



(w)
ORCA calculation (wB97M-V/def2-TZVPD) on the molecule C5H5ClF2.

Properties
Frontier orbital gap   11.0164 eV
HOMO energy   -10.05 eV

ORCA input file:
```
! wB97M-V def2-TZVPD RIJCOSX def2/J DEFGRID3
* xyz 0 1
F 0.530 -0.192 -2.600
C 0.126 -0.083 -1.330
C -0.813 -0.830 -0.782
C -0.893 -0.571 0.720
C 0.316 0.360 0.977
Cl 1.667 -0.484 1.789
C 0.784 0.888 -0.403
F 0.288 2.123 -0.576
H -1.387 -1.555 -1.335
H -1.817 -0.161 1.114
H -0.727 -1.513 1.261
H 0.065 1.197 1.644
H 1.861 0.822 -0.478
*
```



(x)
ORCA calculation (wB97M-V/def2-TZVPD) on the molecule C5H5ClF2.

Properties
Frontier orbital gap   10.3109 eV
HOMO energy   -9.75 eV

ORCA input file:
```
! wB97M-V def2-TZVPD RIJCOSX def2/J DEFGRID3
* xyz 0 1
F -3.848 -0.424 -0.483
C -2.553 0.057 -0.368
C -1.534 -0.317 0.259
C -0.159 0.178 -0.068
C 0.948 -0.512 0.172
C 2.207 0.320 0.183
F 2.322 1.579 -0.346
Cl 3.461 -0.897 -0.475
H -2.446 1.061 -0.939
H -1.560 -1.270 0.710
H -0.400 1.342 -0.166
H 1.083 -1.687 0.356
H 2.480 0.568 1.164
*
```



So which one is most stable? That would be (w), about 0.0985 hartree below the next structure.



(w)
ORCA calculation (wB97M-V/def2-TZVPD) on the molecule C9H9NO2S.

Properties
Frontier orbital gap   9.0470 eV
HOMO energy   -8.63 eV

ORCA input file:
```
! wB97M-V def2-TZVPD RIJCOSX def2/J DEFGRID3
* xyz 0 1
C 1.508 -2.044 -0.443
C 2.504 -1.218 -0.921
C 0.439 -1.566 0.378
C 2.352 0.193 -0.785
C 0.273 -0.242 0.458
C 1.231 0.671 -0.148
C -0.747 0.545 1.212
C -0.413 1.891 0.713
C 0.727 1.968 0.029
N -2.161 0.022 1.207
O -3.898 -1.084 -0.143
O -2.268 0.367 -1.308
S -2.535 -0.892 -0.208
H 1.655 -3.015 -0.715
H 3.257 -1.689 -1.556
H -0.197 -2.238 0.819
H 3.024 0.857 -1.273
H -2.757 0.812 1.436
H -0.411 0.666 2.317
H -1.401 0.328 -1.599
H -1.075 2.791 1.081
H 0.891 2.879 -0.553
*
```



(x)
ORCA calculation (wB97M-V/def2-TZVPD) on the molecule C9H9NO2S.

Properties
Frontier orbital gap   9.7607 eV
HOMO energy   -9.22 eV

ORCA input file:
```
! wB97M-V def2-TZVPD RIJCOSX def2/J DEFGRID3
* xyz 0 1
C 2.839 1.706 -0.569
C 1.729 0.732 -0.891
O 1.325 0.519 -2.009
O 1.325 0.238 0.313
C 0.429 -0.849 0.494
C 0.262 -0.828 2.051
C 0.871 -2.110 -0.117
N 1.093 -3.085 -0.645
C -0.904 -0.609 -0.131
C -1.533 -1.398 -1.073
C -2.905 -0.971 -1.322
C -3.250 0.132 -0.625
S -1.930 0.572 0.487
H 3.030 2.317 -1.353
H 3.822 1.061 -0.411
H 2.519 2.244 0.383
H -0.103 0.195 2.237
H 1.199 -0.970 2.507
H -0.506 -1.491 2.476
H -0.994 -2.215 -1.568
H -3.344 -1.214 -2.326
H -4.016 0.807 -0.552
*
```



So which one is most stable? That would be (x), about 0.0308 hartree below the next structure.